C2H4NO2 | ωB97M-V/def2-TZVPD

Element x y z (Å)
O1 -0.20 2.24 0.45
O2 1.37 -2.20 0.48
N1 0.23 -0.23 0.26
C1 -0.71 1.25 -0.11
C2 0.76 -1.34 -0.19
H1 -0.70 1.17 -1.21
H2 -1.66 0.84 0.31
H3 0.26 -0.20 1.28
H4 0.66 -1.53 -1.27

Summary:
- structure (SMILES) = O=CNC[O-]
- HOMO energy (eV) = -3.78
- maximum force (eV/A) = 1.058
- lowest unoccupied orbital energy (eV) = 4.55
- charge = -1
- energy above the lowest of the compared OMol25 structures with the same formula, charge and spin (kJ/mol) = 155.9

***

C2H4NO2 | ωB97M-V/def2-TZVPD

Element x y z (Å)
O1 1.08 -1.38 1.44
O2 -1.09 0.67 0.79
N1 1.17 -0.30 2.03
C1 -0.23 0.09 -0.12
C2 1.09 -0.25 0.58
H1 -0.66 -0.81 -0.58
H2 -2.04 0.54 0.66
H3 -0.04 0.81 -0.93
H4 1.99 -0.10 -0.01

Summary:
- HOMO energy (spin up / spin down) (eV) = -16.11 / -16.11
- maximum force (eV/A) = 2.963
- lowest unoccupied orbital energy (spin up / spin down) (eV) = -8.94 / -8.94
- charge = +1
- energy above the lowest of the compared OMol25 structures with the same formula, charge and spin (kJ/mol) = 507.3

***

C2H4NO2 | ωB97M-V/def2-TZVPD

Element x y z (Å)
O1 -1.86 -1.61 0.77
O2 -0.65 0.35 1.38
N1 0.35 0.65 -0.84
C1 -1.00 -0.84 0.84
C2 0.20 -0.18 0.40
H1 0.82 0.04 -1.60
H2 1.82 -0.61 0.77
H3 -0.60 0.85 -1.14
H4 0.93 1.35 -0.57

Summary:
- HOMO energy (eV) = -15.90
- maximum force (eV/A) = 5.815
- lowest unoccupied orbital energy (eV) = -5.27
- charge = +1
- energy above the lowest of the compared OMol25 structures with the same formula, charge and spin (kJ/mol) = 402.1

***

C2H4NO2 | ωB97M-V/def2-TZVPD

Element x y z (Å)
O1 0.87 2.00 -0.88
O2 0.74 0.59 0.93
N1 0.50 0.93 -0.30
C1 -0.08 -0.59 0.80
C2 -0.33 -0.17 -0.65
H1 0.50 -1.50 0.98
H2 0.08 -0.81 -1.44
H3 -0.93 -0.56 1.49
H4 -1.35 0.11 -0.94

Summary:
- HOMO energy (eV) = -18.36
- maximum force (eV/A) = 8.450
- lowest unoccupied orbital energy (eV) = -7.64
- charge = +1
- energy above the lowest of the compared OMol25 structures with the same formula, charge and spin (kJ/mol) = 444.7

***

C2H4NO2 | ωB97M-V/def2-TZVPD

Element x y z (Å)
O1 3.26 0.86 0.06
O2 2.11 -1.16 -0.23
N1 -0.22 0.13 -0.32
C1 0.99 -0.20 0.54
C2 2.37 0.11 0.12
H1 -1.05 -0.48 -0.02
H2 0.65 -0.73 1.44
H3 -0.40 1.26 0.03
H4 -0.09 0.00 -1.33

Summary:
- structure (SMILES) = [NH3+][C@H]1OC1=O
- HOMO energy (eV) = -16.07
- maximum force (eV/A) = 4.209
- lowest unoccupied orbital energy (eV) = -5.07
- charge = +1
- energy above the lowest of the compared OMol25 structures with the same formula, charge and spin (kJ/mol) = 225.2

***

C2H4NO3 | ωB97M-V/def2-TZVPD

Element x y z (Å)
O1 0.29 -0.07 0.76
O2 -2.73 -1.05 -0.01
O3 -1.93 1.13 -0.02
N1 -2.03 -0.14 -0.21
C1 -0.74 0.32 -0.36
C2 1.59 -0.19 0.38
H1 2.10 -0.01 1.24
H2 1.76 0.62 -0.39
H3 1.87 -1.25 -0.09
H4 -0.19 0.65 -1.29

Summary:
- structure (SMILES) = CO[C@@H]1O[N+]1=O
- HOMO energy (eV) = -16.05
- maximum force (eV/A) = 8.134
- lowest unoccupied orbital energy (eV) = -8.02
- charge = +1
- energy above the lowest of the compared OMol25 structures with the same formula, charge and spin (kJ/mol) = 261.5

***

C2H4NO3P | ωB97M-V/def2-TZVPD

Element x y z (Å)
P1 1.54 -0.19 -0.31
O1 -2.19 -1.43 0.21
O2 2.84 -0.45 0.26
O3 -0.06 -1.68 -0.16
N1 0.53 0.89 0.35
C1 -0.86 0.66 0.05
C2 -1.10 -0.97 0.06
H1 1.26 0.04 -1.57
H2 -1.02 1.15 -0.95
H3 0.56 0.86 1.36
H4 -1.50 1.13 0.69

Summary:
- HOMO energy (eV) = -9.80
- maximum force (eV/A) = 4.333
- lowest unoccupied orbital energy (eV) = -0.06
- charge = 0
- energy above the lowest of the compared OMol25 structures with the same formula, charge and spin (kJ/mol) = 169.2

***

C2H4NO3S | ωB97M-V/def2-TZVPD

Element x y z (Å)
S1 -2.50 -0.03 -0.03
O1 -2.33 1.42 -0.30
O2 -3.91 -0.44 -0.04
O3 2.93 -1.12 0.04
N1 -1.45 -0.94 0.40
C1 1.98 -0.51 -0.43
C2 1.10 0.36 0.32
H1 0.01 -0.13 0.28
H2 1.31 0.53 1.44
H3 0.97 1.26 -0.13
H4 1.91 -0.39 -1.55

Summary:
- HOMO energy (eV) = -4.60
- maximum force (eV/A) = 4.085
- lowest unoccupied orbital energy (eV) = 3.92
- charge = -1
- energy above the lowest of the compared OMol25 structures with the same formula, charge and spin (kJ/mol) = 199.0

***

C2H4NOP | ωB97M-V/def2-TZVPD

Element x y z (Å)
P1 1.74 1.14 1.57
O1 2.89 1.88 1.10
N1 -2.07 -1.56 -0.46
C1 -0.42 0.27 -0.86
C2 -1.34 -0.67 -0.76
H1 -3.12 -1.66 -0.46
H2 0.19 0.56 -0.01
H3 1.99 -0.28 1.62
H4 0.14 0.32 -1.74

Summary:
- structure (SMILES) = C=C=N.O=P
- HOMO energy (eV) = -9.06
- maximum force (eV/A) = 3.411
- lowest unoccupied orbital energy (eV) = -0.99
- charge = 0
- energy above the lowest of the compared OMol25 structures with the same formula, charge and spin (kJ/mol) = 248.5

***

C2H4NOP | ωB97M-V/def2-TZVPD

Element x y z (Å)
P1 -0.80 -1.03 0.59
O1 0.67 -1.38 1.19
N1 -2.20 1.48 2.83
C1 -0.19 0.37 -0.45
C2 -1.64 0.78 2.13
H1 0.72 -2.16 1.75
H2 -1.04 0.88 -0.89
H3 0.48 0.03 -1.24
H4 0.35 1.05 0.20

Summary:
- HOMO energy (eV) = -10.46
- maximum force (eV/A) = 4.201
- lowest unoccupied orbital energy (eV) = -0.95
- charge = 0
- energy above the lowest of the compared OMol25 structures with the same formula, charge and spin (kJ/mol) = 112.3

***

C2H4NOS2 | ωB97M-V/def2-TZVPD

Element x y z (Å)
S1 0.95 -0.40 3.38
S2 0.45 1.35 0.71
O1 -0.40 -1.32 1.10
N1 -0.97 -0.28 -1.35
C1 0.19 -0.53 1.85
C2 0.28 0.64 -1.31
H1 1.21 0.00 -1.27
H2 0.37 1.50 -1.96
H3 -0.54 -0.84 -0.62
H4 -1.54 -0.12 -0.54

Summary:
- structure (SMILES) = NCSC([O-])=S
- HOMO energy (eV) = -4.07
- maximum force (eV/A) = 3.912
- lowest unoccupied orbital energy (eV) = 3.56
- charge = -1
- energy above the lowest of the compared OMol25 structures with the same formula, charge and spin (kJ/mol) = 131.0

***

C2H4NP | ωB97M-V/def2-TZVPD

Element x y z (Å)
P1 -0.35 1.12 0.02
N1 -1.32 0.08 -1.17
C1 -1.72 -0.04 -0.02
C2 1.27 0.01 0.18
H1 2.09 0.53 -0.17
H2 1.60 -0.25 1.24
H3 -2.62 -0.56 0.29
H4 1.05 -0.89 -0.36

Summary:
- structure (SMILES) = CP1=CN=1
- HOMO energy (eV) = -9.28
- maximum force (eV/A) = 3.396
- lowest unoccupied orbital energy (eV) = 1.08
- charge = 0
- energy above the lowest of the compared OMol25 structures with the same formula, charge and spin (kJ/mol) = 93.6